Entry A
Density functional theory data (the ωB97M-V functional and the def2-TZVPD basis) for 2 unconnected molecules or ions with the total composition C3H8NOS.

Structure (ORCA input):
```
! RIJCOSX wB97M-V def2-TZVPD def2/J DEFGRID3
* xyz 1 1
C 1.753 -0.860 0.178
C -0.821 0.919 0.707
C -0.740 -0.233 -0.288
N -0.527 0.012 -1.556
O 2.862 -1.167 -0.265
S -1.337 -1.821 0.181
H 1.919 0.021 0.975
H -0.338 0.377 1.656
H -0.325 1.889 0.403
H -1.787 1.104 1.047
H -0.541 -0.644 -2.322
H -0.160 0.929 -1.927
H 2.895 -1.651 -1.175
H -0.951 -1.993 1.435
*
```

Kohn-Sham gap   7.97 eV

Entry B
Density functional theory data (the ωB97M-V functional and the def2-TZVPD basis) for 2 unconnected molecules or ions with the total composition C3H8NOS.

Structure (ORCA input):
```
! RIJCOSX wB97M-V def2-TZVPD def2/J DEFGRID3
* xyz 1 1
C 0.812 2.942 -0.701
C -0.376 -0.376 0.733
C 0.835 -2.834 0.158
N -1.529 0.575 0.442
O -0.088 2.216 -1.064
S -0.669 -1.836 -0.020
H 1.042 3.237 0.457
H 1.707 3.181 -1.441
H 0.769 -3.813 -0.443
H 1.069 -3.248 1.157
H 1.746 -2.404 -0.277
H -1.076 1.463 0.009
H -2.095 0.723 1.336
H -2.147 0.176 -0.346
*
```

Kohn-Sham gap   9.01 eV

Which structure is most stable, and how do the rest compare? From most to least stable: entry B, entry A.

Entry A
Density functional theory data (the ωB97M-V functional and the def2-TZVPD basis) for 23 unconnected molecules or ions with the total composition C23H92N46O23.

Structure (ORCA input):
```
! RIJCOSX wB97M-V def2-TZVPD def2/J DEFGRID3
* xyz 0 1
C 2.036 -3.396 1.410
O 2.009 -2.207 1.653
N 2.599 -3.879 0.269
N 1.787 -4.323 2.246
H 2.965 -3.132 -0.303
H 2.708 -4.804 -0.121
H 2.082 -5.266 2.034
H 1.428 -4.136 3.172
C 2.665 4.477 1.557
O 2.417 3.448 0.956
N 2.140 5.027 2.632
N 3.322 5.449 1.069
H 2.044 6.030 2.708
H 1.557 4.400 3.168
H 3.785 6.028 1.755
H 3.771 5.131 0.222
C -2.609 -4.867 -5.709
O -3.235 -3.839 -5.641
N -2.829 -5.775 -6.641
N -1.903 -5.324 -4.712
H -3.581 -5.605 -7.294
H -2.254 -6.605 -6.630
H -1.552 -6.268 -4.638
H -1.842 -4.651 -3.961
C 3.276 -2.229 4.999
O 3.585 -3.367 4.928
N 3.331 -1.520 6.128
N 2.900 -1.503 4.045
H 3.485 -2.042 6.979
H 3.208 -0.517 6.111
H 2.750 -0.519 4.216
H 2.804 -1.919 3.129
C -2.659 2.867 -4.271
O -3.487 2.079 -3.954
N -2.838 4.125 -4.613
N -1.542 2.517 -4.806
H -2.079 4.696 -4.954
H -3.732 4.568 -4.455
H -1.354 1.524 -4.816
H -0.797 3.155 -4.569
C -1.256 4.315 -0.917
O -0.895 5.338 -1.519
N -2.420 3.787 -0.927
N -0.429 3.649 -0.078
H -2.464 2.779 -0.873
H -3.130 4.324 -1.404
H -0.623 2.660 -0.134
H 0.540 3.929 -0.013
C 6.094 2.500 -2.385
O 6.490 2.300 -3.512
N 4.919 2.257 -2.031
N 6.685 3.149 -1.456
H 4.819 2.318 -1.028
H 4.081 2.197 -2.591
H 6.209 3.358 -0.590
H 7.624 3.514 -1.538
C -2.435 2.155 3.887
O -1.236 2.284 3.804
N -3.300 3.015 4.468
N -2.871 1.011 3.493
H -2.830 3.707 5.034
H -4.276 2.971 4.213
H -3.869 0.894 3.595
H -2.191 0.462 2.987
C 6.468 3.647 2.602
O 6.162 3.916 1.438
N 7.720 3.419 2.840
N 5.696 3.443 3.575
H 8.213 3.939 2.129
H 7.972 3.233 3.800
H 6.029 2.928 4.377
H 4.749 3.770 3.442
C -4.454 -2.317 -1.805
O -5.403 -2.613 -1.098
N -3.576 -1.369 -1.529
N -4.203 -2.786 -2.935
H -2.952 -1.234 -2.311
H -3.620 -0.792 -0.700
H -3.501 -2.495 -3.600
H -4.899 -3.391 -3.347
C -0.426 -4.689 -1.893
O -1.559 -4.191 -1.869
N -0.138 -5.708 -1.178
N 0.536 -4.285 -2.607
H 0.837 -5.973 -1.207
H -0.837 -6.139 -0.591
H 0.491 -3.510 -3.252
H 1.396 -4.814 -2.634
C -3.604 -7.429 -1.062
O -4.066 -8.549 -0.805
N -2.808 -7.024 -2.138
N -4.178 -6.383 -0.600
H -2.328 -7.754 -2.645
H -2.898 -6.086 -2.502
H -3.666 -5.519 -0.712
H -4.530 -6.473 0.343
C -0.342 -3.973 6.174
O -0.821 -5.061 6.424
N -0.176 -3.566 4.936
N 0.175 -3.203 7.070
H 0.349 -2.704 4.913
H -0.431 -4.215 4.205
H 0.426 -2.254 6.831
H 0.220 -3.482 8.040
C 2.228 1.424 5.080
O 2.923 1.420 6.102
N 1.000 1.783 5.237
N 2.590 1.205 3.851
H 0.784 2.018 6.195
H 0.417 2.187 4.518
H 3.583 1.047 3.750
H 1.939 1.459 3.122
C 5.844 -0.012 1.948
O 5.217 0.314 2.920
N 7.006 0.530 1.635
N 5.544 -0.992 1.180
H 7.201 1.394 2.119
H 7.114 0.228 0.677
H 4.588 -1.295 1.299
H 5.996 -0.950 0.278
C -1.793 7.158 1.714
O -2.709 6.612 2.238
N -1.749 8.410 1.503
N -0.737 6.577 1.241
H -0.856 8.786 1.219
H -2.552 8.966 1.759
H -0.780 5.582 1.075
H -0.018 7.209 0.919
C -7.187 1.612 -3.128
O -8.196 1.536 -3.868
N -6.226 0.771 -3.114
N -6.843 2.672 -2.484
H -5.334 1.018 -2.709
H -6.346 -0.077 -3.649
H -5.916 2.818 -2.109
H -7.570 3.117 -1.942
C -4.931 0.870 0.594
O -3.788 0.894 0.120
N -5.904 0.296 0.055
N -5.309 1.423 1.651
H -6.782 0.127 0.525
H -5.836 -0.191 -0.827
H -6.225 1.302 2.058
H -4.713 2.232 1.758
C 3.247 -1.460 -3.459
O 2.597 -0.687 -4.172
N 3.509 -2.742 -3.651
N 3.638 -1.125 -2.267
H 3.910 -3.295 -2.907
H 3.024 -3.062 -4.478
H 4.166 -1.816 -1.753
H 3.382 -0.229 -1.877
C -3.136 -3.459 2.135
O -2.816 -3.770 3.220
N -4.036 -2.611 1.730
N -2.673 -4.124 1.154
H -4.323 -2.501 0.768
H -4.460 -2.203 2.550
H -2.752 -3.707 0.237
H -1.965 -4.801 1.398
C -0.179 0.309 0.082
O -0.759 1.082 -0.701
N -0.358 -1.004 -0.040
N 0.763 0.671 0.947
H 0.165 -1.577 0.606
H -1.015 -1.344 -0.728
H 1.299 -0.018 1.454
H 1.073 1.630 1.011
C 1.665 2.807 -3.846
O 1.146 2.328 -4.884
N 2.659 3.489 -3.724
N 1.230 2.478 -2.639
H 3.055 3.876 -4.569
H 2.965 3.825 -2.823
H 1.448 3.020 -1.815
H 0.749 1.628 -2.378
C -0.990 -1.080 -3.913
O -2.179 -1.020 -3.683
N -0.121 -0.518 -3.207
N -0.579 -1.493 -5.090
H -0.524 -0.056 -2.404
H 0.857 -0.484 -3.455
H 0.306 -1.500 -5.576
H -1.280 -1.944 -5.661
*
```

Kohn-Sham gap   7.47 eV

Entry B
Density functional theory data (the ωB97M-V functional and the def2-TZVPD basis) for 23 unconnected molecules or ions with the total composition C23H92N46O23.

Structure (ORCA input):
```
! RIJCOSX wB97M-V def2-TZVPD def2/J DEFGRID3
* xyz 0 1
C 3.543 -1.716 3.452
O 4.468 -2.097 2.764
N 2.280 -2.113 3.293
N 3.608 -0.720 4.202
H 2.103 -2.795 2.570
H 1.477 -1.576 3.586
H 4.466 -0.194 4.293
H 2.730 -0.664 4.697
C 0.369 3.221 2.347
O -0.246 2.140 2.348
N 0.837 3.836 3.364
N 0.562 3.930 1.297
H 0.737 3.410 4.275
H 1.268 4.748 3.307
H 1.098 4.785 1.337
H 0.261 3.722 0.355
C 2.006 3.475 -6.727
O 1.565 4.586 -6.305
N 3.227 3.162 -6.965
N 1.250 2.429 -6.780
H 3.913 3.900 -7.023
H 3.449 2.177 -6.947
H 1.543 1.546 -7.172
H 0.372 2.409 -6.282
C -3.133 2.715 -7.841
O -3.508 2.479 -8.905
N -2.524 1.846 -6.985
N -3.238 3.955 -7.349
H -2.611 0.856 -7.165
H -2.201 2.097 -6.062
H -2.775 4.281 -6.513
H -3.896 4.522 -7.865
C -0.255 -1.411 -4.902
O 0.309 -2.451 -5.285
N 0.377 -0.613 -4.160
N -1.369 -0.804 -5.264
H 0.087 0.343 -4.305
H 1.359 -0.782 -3.996
H -1.721 -0.057 -4.682
H -2.089 -1.244 -5.819
C -0.558 -2.550 6.768
O 0.181 -1.747 6.170
N -1.514 -2.228 7.546
N -0.501 -3.806 6.609
H -1.967 -2.991 8.028
H -1.716 -1.249 7.687
H -1.192 -4.495 6.870
H 0.260 -4.132 6.031
C -1.489 3.474 -4.281
O -1.122 2.454 -4.772
N -1.350 4.622 -4.907
N -1.915 3.555 -3.031
H -0.497 4.618 -5.448
H -1.508 5.513 -4.457
H -2.139 4.382 -2.497
H -2.022 2.661 -2.572
C -4.029 -2.095 -0.615
O -5.078 -1.458 -0.619
N -2.889 -1.520 -0.808
N -4.033 -3.368 -0.399
H -2.127 -2.030 -0.384
H -2.905 -0.539 -1.048
H -3.252 -4.002 -0.491
H -4.967 -3.750 -0.355
C 0.712 -5.999 2.150
O 0.838 -4.852 2.500
N 1.018 -7.012 2.828
N 0.206 -6.408 1.045
H 1.381 -6.790 3.744
H 0.828 -7.990 2.659
H -0.418 -5.762 0.584
H 0.081 -7.411 1.037
C -2.227 6.412 -2.042
O -2.554 6.704 -3.143
N -2.978 5.769 -1.227
N -1.011 6.546 -1.703
H -3.915 5.541 -1.526
H -2.648 5.285 -0.404
H -0.582 6.529 -0.789
H -0.486 6.918 -2.481
C 4.242 -2.075 -4.151
O 3.843 -3.214 -4.480
N 5.137 -1.728 -3.327
N 3.647 -1.026 -4.608
H 4.910 -0.979 -2.689
H 5.710 -2.480 -2.971
H 3.021 -1.271 -5.362
H 4.225 -0.206 -4.496
C 2.014 -5.795 5.656
O 0.989 -6.438 5.414
N 2.397 -4.648 5.313
N 3.006 -6.313 6.327
H 3.352 -4.421 5.548
H 1.807 -4.088 4.713
H 2.653 -7.072 6.893
H 3.730 -5.684 6.643
C 1.465 -6.374 -4.908
O 0.379 -6.891 -4.896
N 1.720 -5.257 -4.294
N 2.550 -6.937 -5.396
H 1.021 -4.553 -4.106
H 2.712 -5.069 -4.329
H 2.429 -7.853 -5.803
H 3.424 -6.447 -5.272
C 0.280 -0.152 -0.580
O 0.781 -1.020 -1.241
N 0.041 1.025 -1.058
N 0.072 -0.174 0.676
H -0.510 1.606 -0.443
H -0.058 1.023 -2.063
H -0.088 0.700 1.156
H 0.152 -0.994 1.261
C -3.233 5.268 4.295
O -4.020 4.459 4.747
N -2.389 4.975 3.302
N -2.877 6.420 4.734
H -2.324 3.972 3.208
H -1.754 5.663 2.921
H -2.159 6.944 4.256
H -3.343 6.735 5.573
C 0.598 1.482 5.785
O 0.136 2.645 5.862
N 1.437 0.948 6.598
N 0.252 0.626 4.860
H 1.952 1.475 7.287
H 1.669 -0.035 6.563
H 0.178 -0.328 5.183
H -0.428 0.824 4.140
C -1.525 -2.188 2.733
O -0.464 -1.706 3.032
N -1.699 -3.432 2.428
N -2.639 -1.444 2.791
H -0.795 -3.881 2.393
H -2.594 -3.855 2.228
H -3.561 -1.851 2.728
H -2.522 -0.469 3.027
C -3.007 2.308 0.246
O -1.989 2.759 -0.219
N -2.930 1.550 1.305
N -4.151 2.480 -0.159
H -3.729 1.215 1.824
H -2.028 1.560 1.759
H -4.836 2.039 0.439
H -4.409 3.284 -0.713
C -3.572 0.693 5.561
O -2.961 0.813 4.560
N -3.675 -0.446 6.276
N -4.322 1.611 5.926
H -4.363 -0.495 7.013
H -2.945 -1.142 6.222
H -4.528 2.349 5.268
H -5.115 1.382 6.508
C 3.874 1.646 0.970
O 4.985 1.455 1.369
N 2.868 1.066 1.434
N 3.447 2.356 -0.056
H 3.230 0.401 2.103
H 2.099 0.851 0.815
H 2.560 2.789 0.160
H 4.145 2.837 -0.605
C -0.991 -4.313 -1.884
O -1.501 -4.467 -0.746
N -1.299 -4.928 -3.005
N -0.282 -3.289 -2.248
H -1.909 -5.733 -3.004
H -1.391 -4.358 -3.834
H 0.055 -3.168 -3.192
H -0.137 -2.448 -1.708
C 2.160 6.691 -3.468
O 1.967 7.359 -2.433
N 3.171 6.871 -4.291
N 1.374 5.653 -3.710
H 3.287 6.231 -5.064
H 3.769 7.662 -4.104
H 0.574 5.540 -3.104
H 1.570 5.151 -4.563
C 3.042 -3.812 0.009
O 3.600 -4.898 0.157
N 3.561 -2.706 -0.410
N 1.882 -3.501 0.446
H 4.437 -2.803 -0.904
H 3.080 -1.818 -0.430
H 1.339 -2.696 0.167
H 1.427 -4.151 1.071
*
```

Kohn-Sham gap   7.92 eV

Which structure is most stable, and how do the rest compare? From most to least stable: entry B, entry A.